# 1
Density functional theory data (the ωB97M-V functional and the def2-TZVPD basis) for a molecular structure, C35H52P3PbSSb in a non-equilibrium geometry.

DFT total energy   -3218.45816 Eh
Multiplicity   1
HOMO-LUMO gap (alpha / beta)   3.73 / 3.24 eV
LUMO (alpha / beta)   -13.1 / -13.6 eV
Total charge   +4

Last column: Löwdin charge in e.
Positions of all 93 atoms, in Å:
Pb  -0.053  -3.124  -4.243  1.506
P  -0.844  2.545  0.802  0.832
P  -2.538  -0.687  -1.401  0.753
P  2.836  1.524  -0.954  0.750
H  0.934  -3.443  -6.717  0.119
C  1.566  -3.105  -5.869  -0.219
C  1.897  -4.038  -4.825  -0.202
H  1.455  -5.068  -4.826  0.101
C  -1.070  3.607  -0.673  -0.229
C  -2.505  2.742  1.590  -0.266
C  0.140  3.676  1.875  -0.261
C  -3.503  -2.015  -2.211  -0.323
C  -3.610  -0.484  0.080  -0.292
C  -3.176  0.739  -2.360  -0.299
C  4.547  1.210  -1.606  -0.315
C  3.284  1.854  0.815  -0.311
C  2.555  3.253  -1.577  -0.310
H  2.338  -2.358  -6.129  0.102
H  2.731  -3.772  -4.134  0.122
H  -1.457  4.589  -0.379  0.084
H  -1.776  3.132  -1.364  0.024
H  -0.109  3.730  -1.184  0.020
H  -2.582  3.764  1.995  0.067
H  -2.596  2.011  2.411  0.028
H  -3.296  2.570  0.842  0.049
H  -0.478  4.549  2.122  0.069
H  1.048  3.994  1.340  0.041
H  0.413  3.143  2.797  0.025
H  -4.581  -1.832  -2.054  0.064
H  -3.230  -2.990  -1.771  0.037
H  -3.254  -2.026  -3.286  0.003
H  -4.639  -0.260  -0.257  0.069
H  -3.258  0.320  0.749  0.001
H  -3.596  -1.434  0.637  0.027
H  -4.204  0.517  -2.667  0.062
H  -2.556  0.897  -3.247  0.006
H  -3.162  1.642  -1.740  0.015
H  5.324  1.633  -0.942  0.055
H  4.643  1.587  -2.645  0.035
H  4.635  0.107  -1.609  0.024
H  4.076  2.615  0.904  0.064
H  3.639  0.915  1.266  0.016
H  2.406  2.164  1.400  -0.008
H  3.502  3.757  -1.818  0.057
H  1.989  3.844  -0.839  0.011
H  1.955  3.163  -2.498  0.013
C  0.697  0.453  -5.097  -0.574
C  0.344  1.726  -5.536  -0.064
C  -0.877  1.948  -6.189  0.034
C  -1.900  0.993  -6.106  -0.013
C  -1.647  -0.210  -5.451  -0.080
C  -0.282  -0.592  -5.319  -0.280
S  2.329  0.214  -4.469  0.831
H  3.090  0.574  -5.495  -0.078
H  1.090  2.494  -5.510  0.118
H  -1.046  2.842  -6.782  0.144
H  -2.898  1.204  -6.475  0.140
H  -2.416  -0.952  -5.208  0.108
H  0.084  -1.385  -6.046  0.087
C  -0.524  0.263  7.401  0.045
C  -0.763  1.353  6.559  0.062
C  -0.633  1.216  5.170  -0.066
C  -0.253  -0.017  4.631  -0.334
C  -0.011  -1.109  5.467  -0.013
C  -0.146  -0.971  6.858  0.025
Sb  -0.021  -0.251  2.458  1.558
C  2.032  -0.939  2.657  -0.396
C  2.575  -1.827  1.726  -0.142
C  3.916  -2.206  1.817  -0.060
C  4.738  -1.684  2.814  -0.037
C  4.202  -0.781  3.730  -0.045
C  2.852  -0.419  3.660  -0.138
C  -1.400  -1.957  2.478  -0.387
C  -1.221  -3.032  1.604  -0.144
C  -2.171  -4.057  1.541  -0.066
C  -3.296  -4.020  2.365  -0.044
C  -3.476  -2.958  3.253  -0.044
C  -2.519  -1.935  3.312  -0.139
H  -0.621  0.368  8.481  0.148
H  -1.055  2.313  6.986  0.152
H  -0.841  2.074  4.531  0.095
H  0.275  -2.079  5.049  0.141
H  0.043  -1.831  7.505  0.143
H  1.958  -2.230  0.927  0.083
H  4.320  -2.915  1.099  0.115
H  5.790  -1.950  2.857  0.127
H  4.830  -0.350  4.506  0.125
H  2.452  0.264  4.408  0.100
H  -0.351  -3.072  0.953  0.082
H  -2.026  -4.887  0.849  0.116
H  -4.045  -4.803  2.299  0.125
H  -4.353  -2.912  3.901  0.127
H  -2.666  -1.127  4.029  0.099


# 2
Density functional theory data (the ωB97M-V functional and the def2-TZVPD basis) for a molecular structure, C35H53N4OP2SSn in a non-equilibrium geometry.

DFT total energy   -2954.03574 Eh
Multiplicity   1
HOMO-LUMO gap (alpha / beta)   5.90 / 5.49 eV
LUMO (alpha / beta)   -10.0 / -9.6 eV
Total charge   +3

Last column: Löwdin charge in e.
Positions of all 97 atoms, in Å:
C  -1.268  -1.680  -2.147  -0.328
C  0.790  -2.599  -1.425  -0.322
C  -1.405  -2.657  -3.136  0.020
C  0.604  -3.699  -2.312  0.031
C  -0.474  -3.708  -3.176  0.004
H  -2.245  -2.591  -3.823  0.136
H  1.351  -4.491  -2.281  0.136
H  -0.612  -4.532  -3.874  0.136
N  -0.200  -1.645  -1.338  -0.004
P  -2.544  -0.294  -0.108  1.054
P  2.555  -1.016  0.173  1.031
C  -2.322  -0.591  -1.914  -0.223
H  -1.979  0.348  -2.374  0.082
H  -3.277  -0.838  -2.399  0.100
C  1.985  -2.456  -0.672  -0.178
H  2.666  -3.309  -0.695  0.098
C  3.719  -0.165  -1.100  -0.628
C  3.520  -1.610  1.719  -0.658
C  -3.386  1.377  0.101  -0.672
C  -3.564  -1.791  0.441  -0.653
C  3.800  1.318  -0.701  -0.077
H  4.264  1.452  0.285  0.077
H  4.415  1.860  -1.435  0.109
H  2.810  1.786  -0.675  0.047
C  5.109  -0.815  -1.146  -0.068
H  5.692  -0.685  -0.226  0.078
H  5.037  -1.884  -1.388  0.092
H  5.682  -0.339  -1.959  0.114
C  3.111  -0.336  -2.499  -0.087
H  3.659  0.283  -3.225  0.113
H  3.182  -1.380  -2.829  0.095
H  2.061  -0.038  -2.531  0.029
C  4.288  -0.410  2.301  -0.078
H  3.619  0.434  2.524  0.043
H  4.760  -0.729  3.242  0.109
H  5.093  -0.061  1.640  0.074
C  2.492  -2.101  2.752  -0.113
H  1.762  -1.324  3.016  0.020
H  1.957  -2.992  2.399  0.085
H  3.032  -2.380  3.672  0.115
C  4.465  -2.779  1.413  -0.066
H  5.232  -2.540  0.670  0.069
H  4.984  -3.034  2.350  0.113
H  3.915  -3.667  1.081  0.085
C  -4.011  -1.577  1.898  -0.072
H  -4.555  -2.479  2.220  0.113
H  -3.151  -1.447  2.573  0.051
H  -4.701  -0.728  2.001  0.076
C  -2.672  -3.047  0.372  -0.077
H  -2.377  -3.284  -0.658  0.077
H  -1.767  -2.938  0.988  0.019
H  -3.248  -3.898  0.771  0.118
C  -4.771  -2.013  -0.478  -0.059
H  -5.332  -2.875  -0.086  0.115
H  -5.451  -1.153  -0.499  0.072
H  -4.466  -2.252  -1.505  0.084
C  -2.609  2.439  -0.701  -0.089
H  -2.626  2.240  -1.781  0.084
H  -3.081  3.421  -0.538  0.109
H  -1.562  2.512  -0.380  0.053
C  -3.333  1.753  1.594  -0.081
H  -2.299  1.761  1.963  0.047
H  -3.749  2.764  1.721  0.110
H  -3.917  1.069  2.220  0.072
C  -4.842  1.315  -0.389  -0.066
H  -4.917  0.927  -1.416  0.095
H  -5.480  0.717  0.277  0.083
H  -5.250  2.339  -0.392  0.110
Sn  0.011  -0.266  0.739  0.868
C  -0.859  -2.145  2.843  -0.064
O  -0.764  -2.917  3.684  0.135
N  0.409  1.142  -0.957  0.051
C  0.590  1.567  -2.048  -0.094
C  0.699  2.415  -3.182  -0.214
C  0.451  3.796  -3.038  -0.005
C  1.054  1.894  -4.445  -0.013
C  0.578  4.650  -4.137  -0.028
H  0.158  4.180  -2.059  0.124
C  1.184  2.759  -5.533  -0.030
H  1.205  0.818  -4.544  0.118
C  0.956  4.133  -5.383  -0.012
H  0.372  5.715  -4.015  0.128
H  1.454  2.351  -6.508  0.127
H  1.060  4.796  -6.246  0.133
C  -0.046  0.450  4.985  0.004
N  -0.463  1.755  4.499  -0.101
C  -1.327  2.614  5.168  0.000
C  -1.408  3.756  4.445  -0.019
N  -0.607  3.580  3.329  0.090
C  -0.035  2.334  3.337  -0.731
S  1.108  1.740  2.224  0.628
H  -0.622  -0.354  4.507  0.061
H  1.020  0.298  4.779  0.092
H  -0.219  0.425  6.068  0.119
H  -1.770  2.327  6.100  0.141
H  -1.942  4.671  4.623  0.139
H  -0.416  4.258  2.598  0.170